Molecular formula: C16H22N3O3SSeTi
Method: DFT, wB97M-V/def2-TZVPD

Results
Relative energy (zero: lowest compared OMol25 entry of this formula, charge and spin) in kJ/mol: 0.00
Strongest force on any atom in eV/A: 0.37
Calculated total energy in Ha: -4661.08126
Total charge: +3
Molecular weight in g/mol: 463.264

CARTESIAN COORDINATES (ANGSTROEM)
Ti1 -0.84768 0.00791 -0.84589
C1 -2.11799 -3.24340 -0.34081
S1 -2.68169 -1.65871 -1.00948
C2 -2.97773 -2.04620 -2.75320
H1 -2.90328 -3.96748 -0.55260
H2 -2.01871 -3.12797 0.73618
H3 -1.17771 -3.54859 -0.79286
H4 -2.09449 -2.49619 -3.20142
H5 -3.24712 -1.12255 -3.25927
H6 -3.82007 -2.73515 -2.77859
N1 1.11989 -0.91777 5.96350
C3 0.21020 -0.15251 5.34118
O1 -0.47504 0.70820 5.83914
C4 0.03298 -0.35017 3.84471
C5 1.09054 -0.42365 2.94323
C6 0.82903 -0.40116 1.59004
N2 -0.43698 -0.33904 1.11698
C7 -1.47112 -0.28589 1.99703
C8 -1.27190 -0.28196 3.35248
H7 1.23990 -0.79912 6.95934
H8 1.55900 -1.70625 5.52134
H9 2.11761 -0.45875 3.28143
H10 1.62792 -0.42445 0.85745
H11 -2.47218 -0.23654 1.57881
H12 -2.10883 -0.19421 4.03217
N3 -2.99829 3.68082 -2.99823
C9 -1.78759 3.61528 -2.11328
C10 -1.51271 2.20714 -1.64750
O2 -2.14170 1.20928 -2.08572
O3 -0.59207 2.00407 -0.79610
H13 -3.14625 4.64211 -3.32837
H14 -3.85231 3.39096 -2.51062
H15 -2.90248 3.08182 -3.82505
H16 -1.93576 4.28045 -1.26216
H17 -0.92892 3.97709 -2.68206
Se1 0.70801 -1.17483 -2.05348
C11 2.45699 -0.51519 -1.62136
C12 2.72587 0.84018 -1.46910
C13 4.02416 1.22067 -1.16144
C14 5.02066 0.26176 -1.02196
C15 4.73061 -1.08696 -1.18657
C16 3.43792 -1.49441 -1.48473
H18 1.96422 1.59653 -1.61325
H19 4.25912 2.27014 -1.04720
H20 6.03307 0.56789 -0.79661
H21 5.51291 -1.82799 -1.09371
H22 3.22001 -2.54522 -1.62233

Molecular formula: C3H4NO2
Method: DFT, wB97M-V/def2-TZVPD

Results
Relative energy (zero: lowest compared OMol25 entry of this formula, charge and spin) in kJ/mol: 187.87
Strongest force on any atom in eV/A: 7.28
Calculated total energy in Ha: -321.59484
Total charge: +1
Molecular weight in g/mol: 86.070

CARTESIAN COORDINATES (ANGSTROEM)
C1 0.93478 -0.53969 1.13271
C2 -0.07193 -0.17031 -0.00601
C3 0.53037 1.55261 1.22555
N1 -0.95800 -0.53447 -1.10654
O1 1.17882 0.58100 1.75736
O2 -0.18944 1.16484 0.21258
H1 1.35219 -1.48309 1.40848
H2 -1.15772 0.22956 -1.72724
H3 0.58354 2.57566 1.55867
H4 -0.88831 -1.46436 -1.48178

Molecular formula: C32H124N8O26
Method: DFT, wB97M-V/def2-TZVPD

Results
Strongest force on any atom in eV/A: 2.50
Calculated total energy in Ha: -3687.81006
Total charge: 0
Molecular weight in g/mol: 1037.374

CARTESIAN COORDINATES (ANGSTROEM)
O1 4.21538 -2.59052 2.38779
H1 3.73170 -3.07752 3.05622
H2 3.96063 -3.12048 1.61149
O2 4.27949 1.63188 -1.62097
H3 5.20224 1.69609 -1.83212
H4 3.96971 0.88871 -2.14007
O3 2.42913 -0.27516 2.57000
H5 3.08474 -1.01548 2.57763
H6 1.74696 -0.55130 1.94489
O4 -3.33652 -0.92559 -0.03597
H7 -4.20069 -1.27668 0.28983
H8 -2.99894 -0.33798 0.68565
O5 0.70335 -3.41399 -3.92320
H9 0.64056 -2.93746 -3.08851
H10 0.08145 -4.17439 -3.82060
O6 0.03647 -1.31459 -1.81671
H11 0.52477 -0.85366 -1.11651
H12 -0.39989 -0.59853 -2.30478
O7 1.14707 3.15315 0.46502
H13 1.51224 3.03348 1.32464
H14 1.85664 3.56297 -0.07542
O8 -5.15194 -0.32033 4.37765
H15 -5.84076 -0.78261 4.88014
H16 -5.60079 0.17782 3.64390
O9 -1.95345 0.26679 2.08322
H17 -1.93700 1.14667 2.56411
H18 -2.32297 -0.34637 2.77912
O10 4.35122 0.91702 1.05926
H19 3.53474 0.64358 1.54550
H20 3.97905 1.21677 0.21540
O11 3.19234 4.04791 -0.91697
H21 3.47996 3.18337 -1.18625
H22 3.13947 4.46035 -1.81274
O12 2.10243 2.53271 3.02768
H23 2.93216 2.94366 3.30534
H24 2.38445 1.61736 2.80452
O13 -2.77479 -1.90256 3.41927
H25 -2.20728 -2.64693 3.67457
H26 -3.58484 -1.82653 3.91517
O14 4.55546 3.70441 2.37873
H27 4.94960 2.94787 1.92979
H28 4.57434 4.44225 1.76047
O15 0.24515 0.59225 0.08672
H29 0.64930 1.46577 0.30348
H30 -0.36954 0.38776 0.79515
O16 -0.20560 1.33938 -3.06739
H31 -0.44022 1.50642 -4.00639
H32 -0.87024 1.83155 -2.55675
O17 -0.20684 5.50460 1.51020
H33 0.32298 4.96965 0.90407
H34 0.37511 6.08524 2.00434
O18 -5.84175 0.87812 1.60165
H35 -4.95438 0.84138 1.23351
H36 -6.33722 1.57048 1.12944
C1 -2.12477 3.32773 -1.24525
C2 -3.04937 4.45655 -0.62034
C3 -3.30097 4.04538 0.80706
O19 -4.32562 4.87013 1.33757
C4 -4.62156 4.57411 2.64642
N1 -2.39422 5.73667 -0.72974
H37 -1.18975 3.13001 -0.64254
H38 -1.81793 3.63784 -2.22969
H39 -2.64105 2.37744 -1.35396
H40 -3.94460 4.40337 -1.23479
H41 -2.37857 4.06707 1.41379
H42 -3.69247 3.05266 0.77021
H43 -3.78289 4.88657 3.31744
H44 -4.89857 3.52090 2.78592
H45 -5.48249 5.18931 2.96235
H46 -1.77796 5.77426 0.07108
H47 -3.06823 6.47383 -0.52245
C5 -0.61963 -7.03638 -1.58248
C6 -1.66526 -5.99561 -1.92255
C7 -1.60754 -4.78332 -1.01790
O20 -1.47919 -5.26045 0.32458
C8 -1.70809 -4.22753 1.24758
N2 -1.53377 -5.66135 -3.37495
H48 -0.71484 -7.32953 -0.53434
H49 0.39077 -6.61693 -1.64583
H50 -0.72866 -7.96952 -2.15755
H51 -2.66380 -6.53418 -1.80961
H52 -2.49772 -4.18540 -1.05327
H53 -0.72040 -4.13507 -1.21403
H54 -2.73700 -3.89444 1.21986
H55 -1.10525 -3.32093 1.01861
H56 -1.40204 -4.58385 2.23546
H57 -2.26065 -5.03311 -3.59020
H58 -1.81261 -6.52752 -3.85825
C9 4.35732 -0.50265 -5.17770
C10 3.12518 0.18647 -4.63510
C11 1.97370 -0.16473 -5.61031
O21 2.19746 0.33853 -6.87472
C12 1.05506 0.00767 -7.70468
N3 2.86399 -0.33500 -3.27553
H59 5.28462 -0.50431 -4.58332
H60 4.62618 -0.16965 -6.17469
H61 4.13600 -1.57651 -5.25053
H62 3.16574 1.28489 -4.72854
H63 0.98134 0.15622 -5.24175
H64 1.86237 -1.25415 -5.56431
H65 1.46809 -0.15275 -8.72580
H66 0.42252 0.85893 -7.67018
H67 0.47604 -0.89665 -7.42553
H68 1.94877 0.06652 -2.93937
H69 2.53760 -1.28210 -3.42532
C13 2.87978 -6.23839 1.75218
C14 3.21614 -6.07534 0.26461
C15 2.50183 -4.86437 -0.30962
O22 3.00089 -3.68366 0.32430
C16 2.41280 -2.49155 -0.30618
N4 4.60748 -5.97302 -0.21699
H70 3.27062 -5.42977 2.38106
H71 3.17167 -7.18292 2.17816
H72 1.77707 -6.17595 1.78754
H73 2.88592 -7.04317 -0.17217
H74 1.42902 -4.91888 -0.06967
H75 2.68086 -4.74301 -1.37582
H76 1.33286 -2.50286 -0.03012
H77 2.55782 -2.49051 -1.38195
H78 2.88206 -1.62567 0.10095
H79 5.05537 -6.88350 -0.25950
H80 5.17934 -5.42936 0.37341
C17 2.41861 -2.64884 5.76584
C18 1.52067 -3.30509 4.77546
C19 0.70398 -4.45047 5.33032
O23 0.04721 -5.13373 4.28849
C20 -0.68149 -6.22348 4.68195
N5 0.60775 -2.36148 4.13876
H81 1.74419 -2.02895 6.39972
H82 3.13480 -1.96022 5.28834
H83 2.97266 -3.35676 6.38987
H84 2.18049 -3.72883 4.01017
H85 0.05079 -4.06591 6.14523
H86 1.41339 -5.13450 5.81273
H87 -0.07804 -7.08973 4.94838
H88 -1.28650 -6.55138 3.81259
H89 -1.36763 -5.98020 5.49994
H90 0.21187 -2.63496 3.23261
H91 0.90437 -1.43085 4.10091
C21 0.26715 1.22878 5.51033
C22 -0.63968 2.43054 5.14955
C23 -0.04405 3.76479 5.64201
O24 -1.06097 4.78717 5.56051
C24 -1.84929 4.78996 6.81306
N6 -1.01619 2.52276 3.77089
H92 1.02307 1.22203 4.74713
H93 -0.14158 0.23114 5.54822
H94 0.83225 1.47374 6.41602
H95 -1.55299 2.33370 5.72975
H96 0.79540 3.96736 4.96843
H97 0.23962 3.62980 6.66501
H98 -2.85470 5.23931 6.63075
H99 -1.43343 5.52728 7.49643
H100 -2.00258 3.85524 7.37379
H101 -1.38943 3.45309 3.50264
H102 -0.13313 2.42793 3.24008
C25 -0.75338 6.19805 -3.73475
C26 0.51735 5.76900 -3.01324
C27 1.77233 5.83096 -3.89793
O25 2.74344 4.91732 -3.39780
C28 3.82658 4.89323 -4.24304
N7 0.83224 6.60528 -1.80790
H103 -0.59995 7.22722 -4.11625
H104 -1.54227 6.28515 -2.97233
H105 -1.01827 5.53126 -4.55999
H106 0.37735 4.69019 -2.77724
H107 2.21299 6.82394 -3.92939
H108 1.53391 5.56830 -4.92219
H109 4.50389 4.08268 -3.99454
H110 4.40830 5.81581 -4.20593
H111 3.52577 4.61125 -5.23641
H112 0.00881 7.01900 -1.38853
H113 1.47244 6.16545 -1.12138
C29 -3.02946 -2.17467 -5.10296
C30 -2.85358 -1.80340 -3.64287
C31 -3.29322 -0.37261 -3.33500
O26 -4.68806 -0.32673 -3.52778
C32 -5.24975 0.83541 -2.96243
N8 -3.58775 -2.74117 -2.75414
H114 -2.43455 -3.02589 -5.35243
H115 -2.73419 -1.30391 -5.74114
H116 -4.05079 -2.41194 -5.31245
H117 -1.78887 -1.80089 -3.42730
H118 -2.76190 0.41404 -3.91261
H119 -3.02693 -0.21715 -2.29228
H120 -5.21094 0.82355 -1.86292
H121 -6.32192 0.90744 -3.22085
H122 -4.76755 1.72067 -3.29769
H123 -3.37429 -2.62192 -1.77794
H124 -4.50580 -2.37051 -2.91947